Entry 1:
Computed, not measured: C65H137Br33 as an isolated structure at a distorted geometry, with ωB97M-V/def2-TZVPD.

Last column: Mulliken charge in e.
Geometry (Å):
Br (19.67866, 9.29759, 16.82394)  -0.019
Br (15.74100, 22.14744, 22.11264)  -0.083
Br (16.71846, 26.94377, 13.91148)  -0.112
Br (17.70004, 27.40995, 18.38855)  -0.026
Br (8.13398, 15.66809, 16.13590)  -0.078
Br (14.99719, 24.83632, 11.11407)  0.086
Br (19.76430, 26.99074, 14.68954)  -0.074
Br (19.02293, 12.15327, 18.12539)  -0.037
Br (18.50755, 24.32029, 13.61586)  0.059
Br (19.89031, 11.88203, 15.00465)  -0.010
Br (13.04374, 15.87341, 20.25141)  0.396
Br (16.88622, 25.16212, 20.44452)  0.041
Br (13.57000, 25.16204, 15.04423)  0.206
Br (19.84178, 23.74023, 17.59563)  0.209
Br (12.32294, 22.76696, 13.46043)  0.147
Br (15.62699, 25.21508, 17.53296)  -0.051
Br (11.76619, 16.34210, 23.08054)  -0.103
Br (11.60346, 27.32148, 17.55552)  -0.089
Br (14.27452, 22.44740, 19.31469)  0.513
Br (10.62466, 24.39795, 18.55268)  0.010
Br (15.25205, 19.48041, 20.32282)  0.360
Br (9.40650, 15.00823, 18.98435)  -0.043
Br (11.23237, 15.83770, 16.57003)  0.137
Br (16.99575, 15.51110, 20.84985)  0.073
Br (15.89992, 13.79950, 23.34209)  -0.086
Br (21.11824, 25.81948, 19.77578)  -0.048
Br (11.67239, 13.33014, 21.77078)  -0.075
Br (12.59718, 26.02340, 20.35612)  -0.110
Br (10.58278, 25.32707, 13.87046)  -0.016
Br (14.77064, 23.53633, 8.13969)  -0.015
Br (14.70251, 26.66507, 8.45268)  -0.075
Br (22.77269, 23.38036, 18.63599)  -0.118
Br (15.37117, 17.02077, 23.20391)  -0.012
C (21.44612, 24.75298, 18.21103)  -0.585
C (16.51140, 20.78409, 16.10230)  0.821
C (13.74390, 15.85010, 13.70600)  0.728
C (15.56389, 10.72910, 20.72115)  -0.279
C (14.29956, 11.50469, 20.42543)  0.213
C (11.32677, 13.51718, 11.75426)  -1.191
C (19.18686, 19.13299, 19.88322)  0.162
C (12.38180, 24.81154, 13.63926)  -0.420
C (19.41276, 21.16850, 21.40269)  -0.470
C (13.61861, 10.97041, 19.14626)  0.223
C (15.10206, 16.08566, 17.45127)  -0.049
C (16.60048, 15.57466, 22.75922)  -0.551
C (18.19943, 25.85709, 14.68626)  0.470
C (19.47445, 20.61509, 20.00174)  0.501
C (21.95398, 22.99407, 14.23929)  0.429
C (21.72666, 20.42300, 14.44947)  -0.978
C (16.30651, 26.33418, 19.03380)  -0.505
C (16.25390, 13.21018, 14.73346)  1.196
C (16.59184, 19.45164, 11.51264)  0.258
C (16.89722, 14.12818, 13.64128)  -1.273
C (17.64509, 18.53179, 10.87399)  -0.693
C (19.73347, 22.67153, 21.44519)  -0.761
C (12.05679, 25.64032, 18.48773)  0.874
C (10.87955, 19.38688, 15.26863)  1.887
C (10.67433, 20.61112, 16.18192)  -0.805
C (14.60752, 17.50378, 17.23507)  1.393
C (10.91200, 21.34096, 22.67186)  -0.829
C (9.52050, 16.11861, 17.43553)  -0.094
C (10.77925, 19.00648, 12.02762)  -0.775
C (14.15585, 24.94644, 9.30667)  -0.493
C (10.62351, 23.56754, 23.80302)  -1.340
C (12.51904, 11.77293, 18.54479)  -1.030
C (10.71988, 11.08532, 11.70906)  -1.321
C (12.66980, 14.96505, 21.94138)  0.575
C (15.00003, 11.19935, 15.34844)  -1.485
C (14.36784, 20.67394, 11.11880)  -0.358
C (10.09503, 18.16147, 13.21579)  -0.042
C (15.39287, 19.64989, 10.58949)  -0.646
C (11.24934, 12.25569, 12.54946)  0.355
C (20.27568, 20.45983, 14.87397)  -0.450
C (18.39277, 15.55598, 15.17860)  -1.027
C (19.06603, 18.78188, 11.49195)  0.209
C (14.30193, 8.87765, 21.89991)  -1.159
C (24.19655, 24.24687, 13.94755)  -1.359
C (19.54877, 18.62967, 18.52696)  0.276
C (22.40278, 21.73080, 14.95493)  -0.094
C (15.77260, 18.45451, 16.91512)  0.769
C (15.37929, 19.83992, 16.41989)  0.639
C (13.02739, 14.51846, 13.50851)  0.885
C (12.01336, 21.02535, 16.87119)  0.261
C (18.92687, 11.00647, 16.45258)  0.446
C (15.64666, 21.44390, 20.28711)  -0.388
C (20.27394, 18.43827, 10.51361)  -1.442
C (22.76418, 24.25079, 14.56268)  0.047
C (11.80517, 14.75285, 12.58704)  -0.630
C (11.74825, 20.35412, 21.93729)  0.713
C (11.55770, 22.64781, 23.06414)  0.288
C (15.78921, 11.87636, 14.22618)  -0.678
C (19.31448, 17.13038, 18.29609)  -0.913
C (15.88840, 22.12658, 15.64174)  0.235
C (9.67860, 19.05466, 14.45909)  -0.813
C (17.29288, 15.52422, 14.13680)  1.915
C (10.12879, 19.96940, 19.93734)  -1.033
C (15.38747, 9.22107, 20.86639)  -0.497
C (10.88917, 19.35791, 21.11620)  0.247
H (10.93542, 18.38209, 11.15547)  0.488
H (15.78167, 19.96403, 9.62288)  0.344
H (13.63161, 14.74138, 22.38456)  -0.655
H (9.78485, 11.36902, 11.26382)  0.358
H (19.75111, 19.51573, 14.71622)  0.392
H (17.87797, 10.94627, 16.18198)  -0.445
H (14.66302, 19.72959, 15.62958)  0.281
H (16.26014, 17.92194, 16.13624)  -0.297
H (14.69117, 10.17703, 15.14486)  0.517
H (14.41238, 10.86752, 18.44077)  -0.175
H (20.76782, 22.88142, 21.18521)  0.263
H (19.80825, 18.57608, 20.62869)  0.477
H (16.70802, 11.32073, 14.04885)  0.402
H (10.11011, 19.87132, 11.79921)  0.293
H (19.78352, 16.60694, 19.13325)  0.545
H (10.45360, 20.82896, 23.51609)  0.291
H (12.95401, 25.30842, 18.00019)  -0.859
H (11.44572, 10.88948, 10.88270)  0.299
H (15.45852, 26.95681, 19.37057)  0.411
H (10.33871, 13.73315, 11.33287)  0.432
H (22.13840, 21.78438, 16.02931)  -0.132
H (12.53813, 20.31161, 17.48393)  0.160
H (19.59748, 23.02617, 22.44839)  0.461
H (13.29270, 9.91269, 19.25020)  0.148
H (13.11977, 16.58925, 14.20170)  -0.417
H (9.86123, 20.38833, 16.92998)  0.323
H (13.73344, 13.85970, 12.97083)  -0.125
H (24.75692, 25.18555, 14.20116)  0.356
H (14.30389, 15.40272, 17.60601)  0.362
H (21.96308, 20.28257, 13.39603)  0.234
H (9.45190, 19.21678, 19.56524)  0.365
H (19.98594, 17.42690, 10.14250)  0.329
H (13.56980, 20.87082, 10.43392)  0.512
H (9.20123, 17.71504, 12.77451)  0.480
H (17.05324, 20.43034, 11.75257)  0.291
H (18.11347, 18.85509, 20.07898)  -0.374
H (13.79720, 20.38958, 12.04499)  -0.401
H (20.09096, 20.58068, 22.03949)  0.482
H (17.94275, 25.64380, 15.68442)  -0.482
H (17.76982, 13.57273, 13.21453)  0.552
H (14.09908, 11.77692, 15.61678)  0.279
H (17.15147, 20.40342, 15.31128)  0.075
H (15.40868, 21.89138, 14.64073)  0.023
H (20.21377, 20.60030, 15.97220)  0.130
H (14.52203, 12.60090, 20.30198)  -0.109
H (17.14849, 20.85775, 17.04553)  -0.699
H (13.25768, 9.14309, 21.52040)  0.210
H (15.76447, 16.01376, 18.34664)  -0.602
H (14.25233, 7.80897, 21.93640)  0.393
H (11.77537, 19.40205, 12.33914)  -0.172
H (22.17890, 19.66485, 15.03912)  0.418
H (10.91981, 15.04412, 13.14264)  0.179
H (12.76189, 25.19648, 12.65339)  0.165
H (12.75634, 14.03718, 14.49928)  0.050
H (10.21469, 18.83544, 21.81194)  0.322
H (20.65499, 18.76106, 18.40837)  0.723
H (15.44778, 13.77801, 15.17086)  -0.617
H (10.63216, 12.47860, 13.45508)  0.252
H (10.64655, 10.13699, 12.27952)  0.351
H (18.38833, 21.04644, 21.81332)  0.075
H (9.41288, 17.14848, 17.68416)  0.074
H (11.04929, 24.58885, 23.92080)  0.320
H (11.96217, 23.02426, 22.12572)  0.005
H (19.17072, 23.37787, 20.80041)  -0.232
H (13.85874, 17.55850, 16.41715)  -0.697
H (15.11218, 22.44472, 16.31719)  -0.194
H (18.24362, 16.98725, 18.33592)  -0.413
H (12.26679, 12.07326, 12.92416)  -0.119
H (20.39514, 19.13350, 9.64250)  0.313
H (14.86922, 20.34574, 17.25004)  -1.039
H (18.74410, 21.20534, 19.39310)  -0.748
H (16.69510, 22.81955, 15.49386)  -0.099
H (13.10604, 24.99133, 9.30411)  0.453
H (19.21489, 18.19032, 12.41714)  -0.159
H (12.01390, 13.33139, 10.96004)  0.423
H (17.34158, 17.48499, 11.03676)  0.279
H (21.21036, 18.45080, 11.06556)  0.401
H (22.87228, 24.31713, 15.67383)  -0.183
H (10.44613, 23.16160, 24.78316)  0.384
H (21.76833, 25.37022, 17.36266)  0.543
H (15.69450, 15.76138, 16.59079)  -0.318
H (10.78781, 20.19051, 19.11776)  -0.090
H (16.39547, 16.03048, 14.53928)  -1.027
H (12.09610, 15.57075, 11.91908)  0.290
H (24.17737, 23.97815, 12.86759)  0.320
H (9.20575, 19.98787, 14.11132)  0.408
H (15.14559, 8.82401, 19.89597)  0.242
H (17.67667, 18.81208, 9.81115)  0.499
H (19.13865, 19.80377, 11.88977)  0.232
H (10.75682, 17.37062, 13.55588)  -0.323
H (12.67622, 21.18556, 15.99449)  -0.032
H (16.25208, 14.27452, 12.75693)  0.304
H (19.10915, 19.21014, 17.68508)  -0.702
H (17.63943, 16.13633, 13.27632)  -0.369
H (12.49408, 20.94960, 21.35573)  -0.630
H (14.31278, 9.35104, 22.87605)  0.297
H (14.59773, 15.74866, 14.33528)  -1.423
H (19.72953, 16.84651, 17.33709)  0.436
H (16.98283, 13.02680, 15.54694)  0.091
H (16.61996, 21.60889, 19.83374)  -0.113
H (8.89502, 18.53993, 15.02469)  0.159
H (11.85738, 22.02134, 17.30946)  -0.430
H (16.20091, 10.93184, 19.81738)  -0.091
H (11.25483, 18.52447, 15.82524)  -0.606
H (18.18543, 14.90645, 16.01859)  0.261
H (20.45895, 20.85702, 19.56293)  0.396
H (14.07601, 16.26514, 12.73414)  0.618
H (14.89738, 21.63763, 11.35189)  0.067
H (23.49059, 21.53379, 14.89765)  0.388
H (11.54176, 18.54614, 20.70030)  -0.393
H (16.28165, 19.01008, 12.51008)  -0.248
H (11.74069, 19.63941, 14.59298)  -0.600
H (16.49316, 18.47365, 17.73657)  -0.506
H (12.31952, 19.80365, 22.71420)  0.229
H (10.27467, 21.46293, 15.61034)  0.357
H (19.34264, 15.26653, 14.71475)  0.491
H (19.63465, 21.25383, 14.44736)  0.091
H (16.26538, 8.75572, 21.23771)  0.454
H (16.06396, 11.07106, 21.65879)  0.253
H (15.25430, 11.89568, 13.27140)  0.453
H (24.73021, 23.42650, 14.35970)  0.361
H (12.45755, 22.47761, 23.71651)  0.181
H (15.50839, 11.18621, 16.29919)  0.240
H (18.60430, 16.46106, 15.71374)  -0.238
H (20.90667, 23.23082, 14.49627)  -0.608
H (14.86650, 18.67566, 10.42272)  0.246
H (10.08189, 21.66161, 22.00413)  0.127
H (14.00993, 17.81981, 18.09848)  -0.248
H (12.23777, 11.40241, 17.52582)  0.370
H (12.79024, 12.85931, 18.45866)  -0.042
H (21.99158, 22.86607, 13.15464)  0.384
H (11.60635, 11.77965, 19.13947)  0.346
H (17.51261, 15.82282, 23.27787)  0.497
H (22.21054, 25.07546, 14.17056)  0.252
H (9.62880, 23.49055, 23.31121)  0.333
H (13.62127, 11.40650, 21.24919)  0.277
H (9.57121, 20.87582, 20.19338)  0.331

Forces on atoms 1 to 3 (eV/Å):
Br -0.2 -0.1 0.0
Br 0.0 -0.4 -0.4
Br 0.5 -0.6 0.5

Summary:
HOMO level	-10.08	eV
HOMO-LUMO gap	0.3526	hartree
net charge	0
maximum force	2.80	eV Å⁻¹
E_tot	-87501.1096	Eh
molar mass	3555.64	g mol⁻¹

---

Entry 2:
Computed, not measured: an isolated ion of composition C5H13N6O and charge +1 at a distorted geometry, with ωB97M-V/def2-TZVPD.

Last column: natural (NBO) charge in e.
Geometry (Å):
O (-1.80262, -2.52230, 0.55091)  -0.698
N (-0.32819, -0.91900, 2.01248)  -0.852
N (2.94580, -0.59227, -0.88987)  -0.801
N (-0.54683, 1.10115, 0.46533)  -0.596
N (0.85674, -0.86263, 0.00840)  -0.569
N (0.40774, 3.15988, 0.31060)  -0.765
N (1.71528, 1.22764, -0.15967)  -0.601
C (1.81325, -0.08759, -0.28827)  0.607
C (-1.92702, -1.16791, -1.55940)  -0.646
C (-1.70351, -1.27888, -0.04600)  0.138
C (0.48371, 1.84525, 0.16130)  0.669
C (-0.30532, -0.55153, 0.61610)  0.461
H (-1.11596, -1.23159, 2.48014)  0.409
H (-0.84982, -2.76926, 0.77226)  0.491
H (0.37317, -0.50316, 2.60243)  0.385
H (-1.78928, -2.22488, -1.87615)  0.241
H (-0.50660, 3.53288, 0.61657)  0.432
H (-2.51494, -0.60190, 0.38161)  0.146
H (2.40879, 1.90831, -0.50433)  0.427
H (3.13056, -1.58577, -0.92326)  0.437
H (-1.26427, -0.49357, -1.97228)  0.207
H (-1.41313, 1.58280, 0.55396)  0.414
H (-2.83144, -0.83127, -1.85761)  0.223
H (1.13241, 3.80733, -0.02868)  0.431
H (3.63147, 0.05829, -1.42658)  0.411

Forces on atoms 1 to 3 (eV/Å):
O 1.9 -0.8 0.0
N 2.2 1.3 -2.0
N 1.5 2.5 -0.9

Summary:
HOMO level	-12.90	eV
HOMO-LUMO gap	0.3566	hartree
net charge	+1
energy relative to the best compared isomer or geometry (same formula, charge and spin)	3.3	kcal/mol
maximum force	5.61	eV Å⁻¹
E_tot	-601.8534	Eh
molar mass	173.20	g mol⁻¹

---

- Among the records above, which one has the lowest E_tot?
  C65H137Br33

---

- Look up the net charge of the first one.
  0

---

- Which of these has the highest E_tot?
  C5H13N6O